Below is a 7-piece molecular cluster, C29H56BrN9O9 overall, with properties calculated with ωB97M-V/def2-TZVPD.

Geometry (Å):
C  -2.321  0.612  4.246
C  -3.772  0.422  3.555
C  -3.522  -0.210  2.116
Br  -3.412  1.355  0.861
C  -4.639  -1.210  1.618
C  -6.039  -0.877  2.286
N  -6.910  -0.559  2.971
C  -4.345  -2.751  2.011
C  -5.792  -3.431  2.065
N  -6.818  -3.951  2.134
N  -3.802  -2.888  3.395
C  -3.896  -4.072  3.804
O  -3.818  -5.190  4.110
O  -3.650  -3.472  1.016
C  -2.251  -3.141  0.930
C  -1.833  -2.351  -0.395
C  -0.645  -1.318  -0.126
O  -2.907  -1.628  -1.019
H  -2.298  1.631  4.747
H  -2.178  -0.206  5.020
H  -1.478  0.616  3.500
H  -4.351  -0.240  4.257
H  -4.193  1.456  3.437
H  -2.488  -0.647  2.120
H  -4.832  -1.119  0.505
H  -1.686  -4.130  0.887
H  -1.818  -2.584  1.806
H  -1.447  -3.100  -1.148
H  0.354  -1.815  -0.222
H  -0.739  -0.504  -0.892
H  -0.708  -0.840  0.897
H  -3.555  -2.235  -1.420
C  0.221  -4.735  5.466
N  0.596  -3.634  4.601
C  1.931  -3.072  4.713
C  -0.258  -3.112  3.693
O  -0.003  -2.188  2.939
H  0.305  -4.416  6.507
H  0.895  -5.576  5.286
H  -0.804  -5.051  5.270
H  1.854  -2.013  4.966
H  2.440  -3.167  3.751
H  2.502  -3.592  5.482
H  -1.241  -3.609  3.689
C  4.635  2.748  5.224
N  3.946  1.473  5.209
C  4.118  0.594  4.066
C  3.146  1.075  6.229
O  2.543  0.020  6.275
H  4.312  3.339  4.364
H  5.712  2.574  5.163
H  4.414  3.299  6.138
H  3.144  0.404  3.609
H  4.536  -0.357  4.404
H  4.784  1.047  3.333
H  3.085  1.814  7.045
C  -4.961  5.038  -2.657
N  -4.656  5.169  -1.247
C  -5.746  5.339  -0.304
C  -3.382  5.138  -0.779
O  -3.059  5.241  0.387
H  -5.487  5.935  -2.994
H  -5.600  4.164  -2.805
H  -4.050  4.918  -3.242
H  -5.614  6.281  0.232
H  -5.726  4.520  0.419
H  -6.703  5.344  -0.825
H  -2.632  5.005  -1.577
C  3.111  1.915  -3.136
N  2.417  0.642  -3.159
C  2.587  -0.228  -4.305
C  1.614  0.240  -2.144
O  1.004  -0.813  -2.104
H  2.792  2.513  -3.993
H  4.188  1.737  -3.196
H  2.891  2.461  -2.218
H  1.613  -0.411  -4.764
H  3.002  -1.182  -3.970
H  3.256  0.226  -5.035
H  1.554  0.975  -1.324
C  6.161  -1.978  -4.044
N  6.589  -1.035  -3.030
C  7.769  -0.226  -3.274
C  5.919  -0.886  -1.858
O  6.226  -0.114  -0.969
H  6.963  -2.697  -4.226
H  5.945  -1.431  -4.966
H  5.266  -2.513  -3.727
H  8.508  -0.425  -2.495
H  7.495  0.830  -3.234
H  8.194  -0.458  -4.250
H  5.040  -1.546  -1.775
C  -1.928  1.195  -6.451
N  -0.572  1.473  -6.879
C  -0.101  0.912  -8.132
C  0.271  2.240  -6.146
O  1.420  2.512  -6.448
H  -2.054  0.115  -6.340
H  -2.625  1.568  -7.205
H  -2.141  1.678  -5.497
H  0.768  0.278  -7.939
H  0.200  1.723  -8.799
H  -0.886  0.322  -8.604
H  -0.185  2.615  -5.215

Force components x, y, z for each atom (eV/Å):
-0.700 0.431 0.254
1.963 0.108 0.197
-0.601 0.426 0.792
0.009 -0.790 0.384
-1.446 0.093 0.554
2.297 0.364 -0.021
0.233 -0.214 -0.653
-2.683 -0.175 -0.677
1.560 0.368 -0.529
0.550 0.183 -0.032
-0.577 -1.776 -0.081
1.171 0.727 -0.963
-0.403 1.125 0.287
0.106 0.940 1.132
1.928 -0.218 -0.612
0.875 -0.080 -0.282
-1.106 -0.065 0.512
-0.171 -0.264 0.369
0.046 -1.355 -0.363
0.112 1.060 -0.995
-0.841 -0.180 0.722
0.215 0.740 -1.103
-0.114 -1.346 0.184
-1.241 0.129 -0.337
0.656 -0.428 1.324
-0.794 1.133 0.158
-0.949 -0.551 -0.725
-0.414 0.636 0.774
-1.129 0.479 0.155
0.108 -1.051 0.849
-0.061 -0.669 -1.007
0.568 0.103 0.394
0.212 0.161 -0.034
-0.528 0.019 -0.344
-0.073 0.332 -0.223
0.382 -0.131 0.393
0.040 -0.071 0.153
-0.047 -0.169 0.019
-0.106 -0.074 0.134
0.059 0.063 -0.043
0.209 -0.061 0.033
0.086 0.047 0.089
-0.145 -0.009 -0.031
0.026 -0.062 0.046
-0.016 -0.227 -0.197
-0.239 0.035 0.487
-0.213 -0.153 0.146
0.166 0.115 -0.225
0.091 -0.031 -0.130
0.128 0.123 0.077
0.002 0.193 0.000
-0.034 -0.098 -0.040
0.109 -0.096 -0.078
-0.026 -0.010 -0.155
-0.046 0.030 0.114
0.042 0.052 -0.029
-0.171 0.029 0.287
0.485 -0.038 -0.094
0.234 -0.013 0.213
-0.149 -0.004 0.018
-0.214 0.013 -0.116
-0.002 -0.097 -0.178
0.007 0.056 -0.188
-0.015 0.017 0.108
-0.123 -0.080 0.064
-0.112 0.104 0.043
0.126 -0.016 -0.048
-0.051 -0.010 -0.092
-0.003 -0.099 -0.264
-0.224 0.108 0.486
-0.151 -0.153 0.170
0.203 0.023 -0.251
0.821 0.213 -1.000
0.121 0.080 0.042
0.008 0.174 0.046
-0.012 -0.130 -0.016
0.123 -0.118 -0.104
-0.067 -0.046 -0.156
-0.088 0.087 0.108
0.029 0.055 -0.008
0.242 0.229 0.028
-0.402 -0.101 0.335
-0.085 0.091 0.279
0.078 -0.027 -0.159
0.099 0.008 -0.199
-0.132 -0.069 -0.136
-0.047 -0.206 -0.084
0.064 0.077 0.050
0.053 0.129 -0.094
0.170 -0.008 -0.013
-0.110 -0.048 0.063
-0.007 -0.041 -0.076
0.143 -0.084 -0.232
0.159 0.299 0.412
0.248 0.155 0.082
-0.112 -0.103 -0.097
-0.120 -0.184 -0.063
-0.176 0.062 0.059
-0.122 -0.072 0.118
0.093 -0.021 -0.058
-0.021 0.010 -0.163
0.042 -0.145 -0.067
0.003 0.068 0.121
-0.084 -0.042 0.000

Summary:
SMILES   CC[C@H](Br)[C@H](C#N)[C@](C#N)(N=C=O)OC[C@H](C)O.CN(C)C=O.CN(C)C=O.CN(C)C=O.CN(C)C=O.CN(C)C=O.CN(C)C=O
HOMO energy   -9.22 eV
Kohn-Sham gap   9.5 eV
LUMO level   0.0095 hartree
E   -4882.47258 a.u.